(1)
Entry from OMol25: C31H44BrN3P2Pd as an isolated structure (the ωB97M-V functional and the def2-TZVPD basis).

Output
LUMO energy (spin up / spin down): -0.44 / -0.44 eV
E_HOMO (spin up / spin down): -6.066 / -6.059 eV
Gap between HOMO and LUMO (spin up / spin down): 5.623 / 5.618 eV
Energy above the lowest of the compared OMol25 structures with the same formula, charge and spin: 52.9 kJ/mol
Calculated total energy: -4756.40181 Ha
2S+1: 1

Positions of all 82 atoms, in Å:
1 N 5.7975 -2.5096 -2.8209
2 C 5.7213 -2.9699 -1.5793
3 C 4.6375 -3.7363 -1.1269
4 C 3.5340 -3.9330 -1.9992
5 C 3.6774 -3.5033 -3.3407
6 C 4.8258 -2.7822 -3.6950
7 C 2.2548 -4.3906 -1.5060
8 Pd -1.2435 -0.1261 0.1189
9 P -2.5582 1.6044 1.7624
10 C 1.0974 -4.1445 -2.2027
11 C -0.0968 -3.6984 -1.5512
12 C -1.1125 -3.0809 -2.3403
13 C -2.0322 -2.2402 -1.7363
14 C -1.7594 -1.9743 -0.3731
15 C -1.1071 -2.8955 0.4871
16 C -0.1933 -3.7201 -0.1325
17 Br -3.6442 -1.0007 0.5680
18 H 2.2416 -4.9093 -0.5396
19 H 1.0602 -4.1668 -3.3027
20 H 4.6113 -4.0986 -0.0990
21 H 2.9267 -3.6768 -4.1101
22 H 6.5405 -2.7244 -0.8950
23 H 4.9501 -2.4285 -4.7145
24 H -1.0901 -3.2274 -3.4216
25 H 0.4990 -4.3257 0.4571
26 H -2.8546 -1.7545 -2.2399
27 H -1.2585 -2.8452 1.5641
28 P 0.1166 1.0107 -1.3792
29 C -2.8306 0.5910 3.2924
30 C -4.2372 0.5547 3.8491
31 H -2.1225 0.9871 4.0364
32 H -2.5122 -0.4307 3.0367
33 H -4.2402 -0.1272 4.7071
34 H -4.5702 1.5332 4.2102
35 H -4.9675 0.1581 3.1375
36 C -3.9877 2.1945 0.7640
37 C -5.2834 2.5215 1.4848
38 H -4.1689 1.4107 0.0079
39 H -3.6086 3.0821 0.2286
40 H -6.0981 2.4771 0.7521
41 H -5.5273 1.8205 2.2829
42 H -5.2716 3.5356 1.8986
43 C -1.7690 3.1367 2.3648
44 C -2.5986 3.8415 3.4293
45 H -1.6193 3.7899 1.4890
46 H -0.7732 2.8642 2.7552
47 H -2.2030 4.8560 3.5412
48 H -3.6540 3.9286 3.1565
49 H -2.5034 3.3366 4.3972
50 C 1.3457 2.2182 -0.7261
51 C 0.7683 3.3130 0.1629
52 H 1.8473 2.6644 -1.6025
53 H 2.1112 1.6462 -0.1759
54 H 1.3999 4.2078 0.1105
55 H -0.2459 3.6004 -0.1308
56 H 0.7586 3.0086 1.2136
57 C -0.8805 2.0645 -2.5138
58 C -1.8017 1.2991 -3.4617
59 H -0.1601 2.6810 -3.0753
60 H -1.4656 2.7425 -1.8704
61 H -2.4279 2.0236 -3.9948
62 H -1.2440 0.7311 -4.2182
63 H -2.4730 0.6122 -2.9326
64 C 1.0943 -0.1026 -2.4816
65 C 2.6154 0.0489 -2.5014
66 H 0.6772 0.0419 -3.4935
67 H 0.8223 -1.1303 -2.1795
68 H 3.0037 -0.4775 -3.3807
69 H 2.9394 1.0917 -2.5572
70 H 3.0777 -0.4197 -1.6274
71 N 2.3469 2.4811 4.8128
72 C 2.3063 1.6577 3.9769
73 C 2.2126 0.6492 2.9374
74 C 3.3433 0.0049 2.4212
75 C 3.1799 -0.9149 1.3902
76 C 1.9012 -1.1255 0.8526
77 N 0.8377 -0.4389 1.3078
78 C 0.9708 0.3275 2.3912
79 H 4.3174 0.2377 2.8352
80 H 4.0234 -1.4471 0.9620
81 H 1.7470 -1.8503 0.0425
82 H 0.0560 0.7395 2.8329

Forces on atoms 1 to 3 (eV/Å):
0.6 0.6 -0.3
-0.8 -0.7 0.1
-0.3 0.4 -0.6

***

(2)
Entry from OMol25: C12H21Br2N4OPbS as an isolated structure (the ωB97M-V functional and the def2-TZVPD basis).

Output
Charge: +2
LUMO energy (spin up / spin down): -6.04 / -9.10 eV
E_HOMO (spin up / spin down): -15.152 / -15.317 eV
Expectation value of S²: 0.80
Gap between HOMO and LUMO (spin up / spin down): 9.112 / 6.220 eV
Calculated total energy: -6502.61385 Ha
2S+1: 2

Positions of all 42 atoms, in Å:
1 Pb 0.1876 -0.6602 0.8289
2 C -1.8760 -3.1392 -0.1729
3 C -2.4277 -2.4121 1.0634
4 N -2.2790 -0.9410 0.9655
5 C -2.9959 -0.3203 -0.1723
6 C -2.1707 0.7780 -0.8390
7 N -0.7642 0.3894 -1.0866
8 C -0.5011 -0.4400 -2.2842
9 C -1.0020 -1.8713 -2.1381
10 N -0.7194 -2.4500 -0.7991
11 H -1.5833 -4.1424 0.1342
12 H -2.6617 -3.2695 -0.9167
13 H -3.4721 -2.6989 1.2051
14 H -1.8875 -2.7281 1.9586
15 H -2.6162 -0.5359 1.8333
16 H -3.2514 -1.0991 -0.8847
17 H -3.9419 0.1116 0.1573
18 H -2.6566 1.0745 -1.7725
19 H -2.1423 1.6546 -0.1909
20 H -0.2094 1.2379 -1.1647
21 H -0.9574 0.0103 -3.1696
22 H 0.5793 -0.4407 -2.4325
23 H -2.0725 -1.9198 -2.3238
24 H -0.5292 -2.4713 -2.9166
25 H 0.0474 -3.1076 -0.8994
26 Br 3.1085 -0.7673 -0.9515
27 C 3.7755 -2.4794 -1.5679
28 Br 2.3850 -3.6439 -2.2044
29 H 4.2711 -2.9579 -0.7342
30 H 4.4517 -2.2798 -2.3888
31 O 1.4037 1.5635 0.2843
32 N 1.7126 2.4913 1.1257
33 C 2.8431 3.1949 0.9322
34 C 3.1977 4.2171 1.7867
35 C 2.3897 4.5429 2.8766
36 C 1.2395 3.8245 3.0807
37 C 0.8731 2.7748 2.2105
38 S -0.5249 1.8788 2.4515
39 H 3.4171 2.8965 0.0684
40 H 4.1120 4.7590 1.5887
41 H 2.6667 5.3440 3.5470
42 H 0.5811 4.0323 3.9118

Forces on atoms 1 to 3 (eV/Å):
0.0 0.0 0.0
0.0 0.0 0.0
0.0 0.0 0.0

***

(3)
Entry from OMol25: a 2-piece molecular cluster, C3H13N2O overall (the ωB97M-V functional and the def2-TZVPD basis).

Output
LUMO energy (spin up / spin down): 0.85 / 0.61 eV
E_HOMO (spin up / spin down): -3.194 / -9.963 eV
Expectation value of S²: 0.75
Gap between HOMO and LUMO (spin up / spin down): 4.048 / 10.568 eV
Energy above the lowest of the compared OMol25 structures with the same formula, charge and spin: 50.6 kJ/mol
Calculated total energy: -306.71033 Ha
2S+1: 2

Positions of all 19 atoms, in Å:
1 N -1.1974 -0.5809 0.3998
2 C -0.7276 -1.1199 -0.9115
3 C 0.7804 -1.2750 -0.9783
4 N 1.1303 -1.7082 -2.3326
5 H -1.0101 -1.2505 1.1887
6 H -0.7726 0.3375 0.6163
7 H -2.2470 -0.4273 0.3741
8 H -1.2153 -2.0862 -1.0379
9 H -1.0959 -0.4600 -1.6896
10 H 1.2566 -0.3137 -0.7784
11 H 1.1192 -1.9579 -0.1892
12 H 2.1315 -1.8585 -2.4024
13 H 0.7197 -2.6224 -2.5002
14 C 0.5305 2.5132 1.8493
15 O -0.7251 2.1214 1.2945
16 H 1.1939 2.9168 1.0809
17 H 0.3987 3.2484 2.6437
18 H 0.9837 1.6196 2.2703
19 H -1.2536 2.9034 1.1026

Forces on atoms 1 to 3 (eV/Å):
0.0 0.0 -0.2
0.0 -0.1 0.2
0.0 0.1 0.1

***

(4)
Entry from OMol25: C14H56O18PRb as an isolated structure (the ωB97M-V functional and the def2-TZVPD basis).

Output
Charge: -2
LUMO energy: 3.34 eV
E_HOMO: -1.486 eV
Gap between HOMO and LUMO: 4.826 eV
Calculated total energy: -2286.81044 Ha
2S+1: 1

Positions of all 90 atoms, in Å:
1 Rb 11.2115 10.5266 12.6405
2 P 10.6006 13.2383 10.9835
3 O 11.2512 12.3289 9.9595
4 O 9.2106 12.5696 11.2953
5 O 10.2169 14.6672 10.3997
6 O 11.4452 13.3168 12.3330
7 C 11.5251 13.2937 15.8261
8 O 10.7334 13.0477 14.7208
9 H 12.2213 12.4636 15.9454
10 H 12.0679 14.2268 15.6753
11 H 10.8556 13.3599 16.6837
12 H 11.1049 13.1142 13.8381
13 C 15.4744 9.4210 12.1771
14 O 15.7432 10.5884 12.9604
15 H 14.4708 9.0252 12.3328
16 H 15.5474 9.5910 11.1029
17 H 16.2622 8.7236 12.4620
18 H 15.0512 11.2358 12.8064
19 C 7.6470 12.9684 16.2217
20 O 8.5808 11.9448 16.2468
21 H 7.9855 13.8895 16.6963
22 H 7.3880 13.2046 15.1896
23 H 6.7069 12.6128 16.6435
24 H 9.2985 12.2885 15.7098
25 C 9.9071 7.1947 13.9099
26 O 10.2768 7.4032 12.5403
27 H 9.4664 6.2190 14.1145
28 H 10.8004 7.3139 14.5229
29 H 9.2101 7.9693 14.2298
30 H 9.4905 7.2423 12.0135
31 C 9.3504 9.6088 9.7603
32 O 10.7559 9.8278 9.7975
33 H 8.8928 10.2813 9.0348
34 H 9.2044 8.6297 9.3039
35 H 8.8925 9.7578 10.7381
36 H 10.9293 10.7716 9.8244
37 C 14.5115 13.7774 13.5422
38 O 13.7688 12.6730 13.1781
39 H 14.3228 14.5432 12.7898
40 H 14.3750 14.0954 14.5758
41 H 15.5700 13.5358 13.4457
42 H 12.9270 13.0058 12.8584
43 C 11.9918 6.9240 9.7359
44 O 11.8328 7.5028 8.4450
45 H 12.3576 5.8975 9.7097
46 H 12.7564 7.4657 10.2926
47 H 11.0564 6.8713 10.2932
48 H 11.5374 8.4098 8.5533
49 C 11.6724 16.8352 12.4793
50 O 12.2411 15.8052 13.2422
51 H 12.3431 17.6926 12.5366
52 H 11.7618 16.5201 11.4397
53 H 10.6734 17.1583 12.7718
54 H 11.9015 14.9867 12.8729
55 C 6.1884 13.3580 10.1252
56 O 7.0386 12.2284 10.0637
57 H 6.7577 14.2338 10.4366
58 H 5.7343 13.4639 9.1399
59 H 5.4207 13.2522 10.8917
60 H 7.8517 12.3674 10.5548
61 C 14.5958 11.8229 9.7736
62 O 13.5020 11.0998 10.2457
63 H 14.3381 12.8715 9.9223
64 H 15.5403 11.6235 10.2797
65 H 14.7135 11.4796 8.7458
66 H 12.6556 11.5476 10.1776
67 C 11.8653 10.9294 6.9659
68 O 12.1390 12.2629 7.4049
69 H 12.4998 10.6656 6.1198
70 H 12.1763 10.1775 7.6912
71 H 10.8216 10.7788 6.6900
72 H 11.8657 12.2919 8.3247
73 C 13.4417 8.3931 15.1013
74 O 12.3652 9.3100 15.1638
75 H 14.3410 8.9204 14.7828
76 H 13.5525 7.8561 16.0433
77 H 13.2705 7.7288 14.2542
78 H 12.4588 9.8028 15.9823
79 C 6.8352 11.0327 13.3114
80 O 8.2543 11.0913 13.3176
81 H 6.5760 10.6363 12.3296
82 H 6.4431 10.4222 14.1248
83 H 6.4314 12.0360 13.4470
84 H 8.4560 11.5551 12.5017
85 C 9.1491 8.5859 17.3232
86 O 8.0026 9.4573 17.2245
87 H 10.0162 9.1668 17.0088
88 H 9.2788 8.2732 18.3593
89 H 9.0220 7.7047 16.6943
90 H 8.1791 10.3383 16.8862

Forces on atoms 1 to 3 (eV/Å):
-0.1 -0.1 0.0
-4.6 4.9 -0.5
1.8 -1.2 -0.7

***

(5)
Entry from OMol25: a 2-piece molecular cluster, C7H12NO3P overall (the ωB97M-V functional and the def2-TZVPD basis).

Output
LUMO energy (spin up / spin down): -1.21 / -0.71 eV
E_HOMO (spin up / spin down): -8.988 / -9.174 eV
Gap between HOMO and LUMO (spin up / spin down): 7.778 / 8.468 eV
Energy above the lowest of the compared OMol25 structures with the same formula, charge and spin: 399.8 kJ/mol
Calculated total energy: -895.62029 Ha
2S+1: 1

Positions of all 24 atoms, in Å:
1 C -2.5423 0.3200 -0.8572
2 C -2.4979 -0.9676 1.3685
3 C -2.2622 -0.4361 0.2112
4 C 0.2944 -2.5544 -0.5418
5 C 2.8295 1.0956 -1.0308
6 C -0.3422 2.2613 1.0903
7 C 0.0416 -1.0620 -0.9322
8 N -2.6960 0.7911 -1.9203
9 O 0.7428 -0.4924 1.7330
10 O 2.3921 0.2391 0.0149
11 O 0.3092 1.5106 0.0672
12 P 0.8126 0.0168 0.3645
13 H -1.7239 -1.5649 1.6396
14 H -3.3995 -0.8766 2.0800
15 H 0.7833 -2.7816 0.4499
16 H -0.7041 -3.1573 -0.5954
17 H 0.8988 -2.9215 -1.3300
18 H 2.2096 0.8604 -1.9489
19 H 4.0046 0.8852 -1.2493
20 H 2.8763 2.1416 -0.6634
21 H -0.3501 1.7987 2.0413
22 H -1.3589 2.5634 0.6861
23 H 0.2435 3.2349 1.1456
24 H -0.5613 -0.9041 -1.8230

Forces on atoms 1 to 3 (eV/Å):
-0.9 1.0 -2.6
-2.8 1.2 0.4
0.8 -0.3 0.4

***

(6)
Entry from OMol25: a 2-piece molecular cluster, C2H6N4S overall (the ωB97M-V functional and the def2-TZVPD basis).

Output
LUMO energy (spin up / spin down): -0.63 / -0.64 eV
E_HOMO (spin up / spin down): -9.211 / -9.212 eV
Gap between HOMO and LUMO (spin up / spin down): 8.577 / 8.577 eV
Energy above the lowest of the compared OMol25 structures with the same formula, charge and spin: 739.7 kJ/mol
Calculated total energy: -696.74434 Ha
2S+1: 1

Positions of all 13 atoms, in Å:
1 C 0.6866 2.0924 -0.4716
2 C -2.4613 -0.0469 0.0973
3 N 0.4368 3.1044 -0.0051
4 N 0.5374 -1.6301 -1.1141
5 N 1.3271 -0.5530 1.0788
6 N 0.6840 0.8557 -0.9794
7 S 0.0987 -0.5334 -0.1524
8 H -2.4821 -1.0867 0.6283
9 H -2.5313 0.6468 0.8872
10 H 0.1747 -2.5516 -0.9830
11 H 1.6181 -1.5080 1.3717
12 H 1.6975 0.2768 1.5150
13 H 0.2138 0.9336 -1.8727

Forces on atoms 1 to 3 (eV/Å):
-1.0 -1.1 0.7
0.8 -2.9 -1.1
0.4 1.4 0.6